C26H63O29P7S | ωB97M-V with the def2-TZVPD basis set

The value obtained for the LUMO energy is -0.0747 Ha. As for the SMILES: O=C(O)CCCC1=C([PH2]=S)C(=O)OC1=O.COP(=O)(OC)OC.COP(=O)(OC)OC.COP(=O)(OC)OC.COP(=O)(OC)OC.COP(=O)(OC)OC.COP(=O)(OC)OC.

Each atom is followed by the atoms it is bonded to, with distances in Å.
Geometry (Å):
1 S -2.95623 -4.24155 4.32342  P4 1.928
2 P 4.06844 -3.11630 7.84642  O10 1.461, O27 1.589, O28 1.594, O34 1.621
3 P -6.62843 0.43320 -4.66571  O13 1.605, O15 1.618, O23 1.458, O29 1.586
4 P -3.82430 -4.43448 2.61276  S1 1.928, C39 1.803, H81 1.402, H110 1.405
5 P 2.59306 5.04401 -6.72763  O14 1.606, O16 1.590, O17 1.623, O18 1.462
6 P 8.32937 1.89949 -4.42984  O20 1.462, O21 1.620, O22 1.603, O25 1.580
7 P 4.91532 -0.56895 0.96431  O9 1.625, O12 1.470, O19 1.639, O31 1.627
8 P -9.57524 -0.95507 6.57874  O24 1.590, O30 1.458, O35 1.601, O37 1.619
9 O 3.67532 -0.11952 1.91325  P7 1.625, C53 1.442
10 O 4.18970 -1.71584 8.24286  P2 1.461
11 O -3.81508 -0.74523 -0.62950  C50 1.189
12 O 4.62889 -1.97747 0.65748  P7 1.470
13 O -5.39492 1.42259 -4.38912  P3 1.605, C41 1.441
14 O 1.33694 4.50162 -5.88634  P5 1.606, C60 1.441
15 O -7.77929 1.31151 -3.94288  P3 1.618, C44 1.428
16 O 2.81963 5.28430 -8.28282  P5 1.590, C47 1.444
17 O 2.33461 6.61666 -6.42260  P5 1.623, C46 1.429
18 O 3.81618 4.53033 -6.11228  P5 1.462
19 O 4.38109 0.47908 -0.17642  P7 1.639, C40 1.427
20 O 9.07754 1.64393 -3.20000  P6 1.462
21 O 8.03955 0.54074 -5.26389  P6 1.620, C61 1.427
22 O 9.29726 2.61393 -5.48879  P6 1.603, C45 1.440
23 O -6.81768 0.29934 -6.10562  P3 1.458
24 O -9.06879 0.51628 6.90527  P8 1.590, C49 1.440
25 O 6.81416 2.21662 -4.11350  P6 1.580, C52 1.457
26 O -5.65062 -1.44624 0.46983  C50 1.391, C56 1.396
27 O 3.94887 -4.04952 9.12728  P2 1.589, C59 1.441
28 O 3.25775 -3.20349 6.47646  P2 1.594, C43 1.448
29 O -6.97954 -0.91782 -3.91345  P3 1.586, C63 1.444
30 O -10.23862 -1.53977 7.73829  P8 1.458
31 O 6.44787 -0.32480 0.47590  P7 1.627, C38 1.442
32 O 0.71810 -3.75899 3.65364  C51 1.203
33 O -6.64695 -2.66367 2.08746  C56 1.187
34 O 5.46350 -3.75886 7.32871  P2 1.621, C58 1.427
35 O -8.81869 -2.11231 5.77073  P8 1.601, C54 1.442
36 O 0.44416 -4.81810 1.72671  C51 1.359, H123 0.963
37 O -10.59792 -0.49959 5.40971  P8 1.619, C57 1.428
38 C 7.21569 0.80003 0.94947  O31 1.442, H79 1.086, H86 1.092, H119 1.090
39 C -4.31583 -2.92449 1.75828  P4 1.803, C42 1.338, C56 1.486
40 C 4.57590 0.11923 -1.54399  O19 1.427, H67 1.089, H91 1.090, H109 1.091
41 C -4.72211 1.38822 -3.11564  O13 1.441, H65 1.092, H90 1.086, H116 1.089
42 C -3.51176 -1.91511 1.40584  C39 1.338, C50 1.491, C55 1.485
43 C 2.61717 -4.43952 6.07766  O28 1.448, H83 1.085, H97 1.090, H114 1.092
44 C -8.22448 2.50087 -4.59632  O15 1.428, H71 1.088, H100 1.092, H121 1.089
45 C 8.74092 3.35203 -6.59343  O22 1.440, H66 1.089, H95 1.086, H103 1.092
46 C 2.57478 7.09808 -5.09925  O17 1.429, H87 1.088, H94 1.091, H122 1.090
47 C 1.69839 5.34877 -9.18983  O16 1.444, H70 1.091, H82 1.090, H89 1.085
48 C -1.02735 -2.34708 0.92186  C55 1.543, C62 1.545, H76 1.086, H104 1.089
49 C -8.01316 1.11745 6.13236  O24 1.440, H85 1.091, H93 1.086, H105 1.090
50 C -4.29021 -1.17312 0.37295  O11 1.189, O26 1.391, C42 1.491
51 C 0.49211 -3.68460 2.47416  O32 1.203, O36 1.359, C62 1.514
52 C 6.02410 2.95067 -5.09364  O25 1.457, H92 1.088, H98 1.081, H117 1.090
53 C 3.77656 0.99801 2.81859  O9 1.442, H112 1.092, H113 1.090, H115 1.086
54 C -7.74743 -1.78137 4.86459  O35 1.442, H69 1.092, H74 1.083, H78 1.090
55 C -2.10034 -1.59927 1.74051  C42 1.485, C48 1.543, H84 1.090, H102 1.093
56 C -5.68925 -2.47581 1.41148  O26 1.396, O33 1.187, C39 1.486
57 C -11.68027 -1.37527 5.09019  O37 1.428, H96 1.089, H106 1.088, H111 1.091
58 C 6.28287 -2.97043 6.46736  O34 1.427, H77 1.090, H80 1.092, H124 1.088
59 C 3.37084 -5.36529 9.02235  O27 1.441, H64 1.091, H68 1.090, H75 1.086
60 C 0.02471 4.48169 -6.48179  O14 1.441, H72 1.090, H73 1.086, H108 1.092
61 C 9.09319 -0.41558 -5.37338  O21 1.427, H99 1.088, H101 1.092, H125 1.089
62 C 0.28901 -2.38209 1.72950  C48 1.545, C51 1.514, H88 1.093, H120 1.086
63 C -6.42711 -1.16569 -2.60269  O29 1.444, H107 1.090, H118 1.088, H126 1.086
64 H 3.93916 -5.98010 8.32289  C59 1.091
65 H -5.41670 1.62830 -2.30767  C41 1.092
66 H 8.14169 4.19051 -6.24196  C45 1.089
67 H 3.70330 0.45381 -2.10307  C40 1.089
68 H 2.32963 -5.30967 8.70631  C59 1.090
69 H -8.10808 -1.12529 4.06980  C54 1.092
70 H 1.02842 6.16355 -8.91213  C47 1.091
71 H -9.29569 2.58393 -4.42676  C44 1.088
72 H 0.00167 3.83272 -7.35679  C60 1.090
73 H -0.66130 4.09075 -5.73684  C60 1.086
74 H -7.39098 -2.70534 4.42533  C54 1.083
75 H 3.41410 -5.81465 10.00971  C59 1.086
76 H -0.84643 -1.77087 0.01873  C48 1.086
77 H 6.07117 -1.90785 6.58569  C58 1.090
78 H -6.92559 -1.30248 5.39792  C54 1.090
79 H 8.18836 0.74876 0.46990  C38 1.086
80 H 6.12334 -3.26316 5.42777  C58 1.092
81 H -4.94740 -5.26541 2.49223  P4 1.402
82 H 1.15349 4.40509 -9.20328  C47 1.090
83 H 2.14215 -4.25598 5.12015  C43 1.085
84 H -1.94668 -0.52506 1.64188  C55 1.090
85 H -8.29717 1.18488 5.08076  C49 1.091
86 H 6.73043 1.73752 0.66995  C38 1.092
87 H 3.00017 8.09505 -5.18848  C46 1.088
88 H 1.14489 -2.26972 1.05910  C62 1.093
89 H 2.09878 5.53688 -10.18072  C47 1.085
90 H -3.93731 2.13858 -3.14472  C41 1.086
91 H 4.68845 -0.95798 -1.66399  C40 1.090
92 H 6.43465 3.94645 -5.24506  C52 1.088
93 H -7.85718 2.11757 6.52481  C49 1.086
94 H 1.63559 7.16039 -4.54710  C46 1.091
95 H 9.57300 3.73449 -7.17710  C45 1.086
96 H -11.91406 -2.03520 5.92482  C57 1.089
97 H 1.85658 -4.73370 6.80033  C43 1.090
98 H 5.01666 3.04595 -4.71314  C52 1.081
99 H 8.64274 -1.40461 -5.32123  C61 1.088
100 H -7.72755 3.37216 -4.16583  C44 1.092
101 H 9.59984 -0.30611 -6.33417  C61 1.092
102 H -1.98204 -1.82514 2.80288  C55 1.093
103 H 8.13094 2.70044 -7.22225  C45 1.092
104 H -1.39097 -3.34730 0.69183  C48 1.089
105 H -7.08651 0.55239 6.23195  C49 1.090
106 H -12.54554 -0.75516 4.86629  C57 1.088
107 H -6.73741 -0.39063 -1.90153  C63 1.090
108 H -0.28460 5.49126 -6.76015  C60 1.092
109 H 5.45884 0.62886 -1.93345  C40 1.091
110 H -2.94193 -4.96546 1.65651  P4 1.405
111 H -11.43139 -1.97065 4.21001  C57 1.091
112 H 4.00292 1.91587 2.27250  C53 1.092
113 H 4.54131 0.82001 3.57464  C53 1.090
114 H 3.35897 -5.23481 5.97462  C43 1.092
115 H 2.81557 1.10235 3.31338  C53 1.086
116 H -4.27167 0.41318 -2.93423  C41 1.089
117 H 6.00007 2.41148 -6.04059  C52 1.090
118 H -5.34027 -1.20643 -2.64666  C63 1.088
119 H 7.34747 0.75545 2.03046  C38 1.090
120 H 0.33318 -1.56388 2.44210  C62 1.086
121 H -8.02969 2.45995 -5.66737  C44 1.089
122 H 3.27140 6.45394 -4.56363  C46 1.090
123 H 0.23175 -4.61240 0.81033  O36 0.963
124 H 7.31953 -3.16404 6.73544  C58 1.088
125 H 9.81444 -0.30373 -4.56464  C61 1.089
126 H -6.80243 -2.12605 -2.26253  C63 1.086

***

C3H4N2O2 | ωB97M-V with the def2-TZVPD basis set

The value obtained for the LUMO energy is 0.0247 Ha. As for the SMILES: [H]/N=C1/NC(=O)CO1.

Each atom is followed by the atoms it is bonded to, with distances in Å.
Geometry (Å):
1 O 2.40548 -0.74850 0.04077  C7 1.207
2 O -0.67084 1.01344 -0.04255  C5 1.470, C6 1.371
3 N 0.08740 -1.08361 -0.07087  C6 1.382, C7 1.377, H11 0.990
4 N -2.22473 -0.77556 0.06673  C6 1.267, H8 1.035
5 C 0.79621 1.08932 0.01756  O2 1.470, C7 1.529, H9 1.116, H10 1.106
6 C -1.05208 -0.30342 -0.02169  O2 1.371, N3 1.382, N4 1.267
7 C 1.26103 -0.36724 0.01179  O1 1.207, N3 1.377, C5 1.529
8 H -2.91567 -0.00503 0.05707  N4 1.035
9 H 1.06993 1.68121 0.92353  C5 1.116
10 H 1.16548 1.57267 -0.90612  C5 1.106
11 H 0.07777 -2.07328 -0.07623  N3 0.990

***

C5H11N | ωB97M-V with the def2-TZVPD basis set

The value obtained for the LUMO energy is 0.0429 Ha. As for the SMILES: C/C=C/NCC.

Each atom is followed by the atoms it is bonded to, with distances in Å.
Geometry (Å):
1 N 0.37780 0.48443 0.57464  C2 1.421, C5 1.387, H13 0.990
2 C -0.02762 -0.45212 -0.41423  N1 1.421, C4 1.366, H11 1.144
3 C -1.62696 1.66461 1.84538  C5 1.621, H10 1.024, H12 1.155, H16 1.100
4 C 0.96664 -1.17783 -1.00545  C2 1.366, C6 1.504, H14 1.114
5 C -0.30504 1.64480 0.90793  N1 1.387, C3 1.621, H7 1.140, H9 1.166
6 C 0.82611 -2.34889 -1.93880  C4 1.504, H8 1.046, H15 1.079, H17 1.133
7 H -0.70052 2.03434 -0.08815  C5 1.140
8 H -0.15591 -2.44737 -2.28432  C6 1.046
9 H 0.47759 2.49609 1.05529  C5 1.166
10 H -1.84072 2.57154 2.27028  C3 1.024
11 H -1.13695 -0.65244 -0.61059  C2 1.144
12 H -1.75078 0.67514 2.42852  C3 1.155
13 H 1.30720 0.78460 0.41403  N1 0.990
14 H 1.98734 -0.85389 -0.70026  C4 1.114
15 H 1.54163 -2.30586 -2.74569  C6 1.079
16 H -2.50611 1.57138 1.19162  C3 1.100
17 H 1.13378 -3.24793 -1.32211  C6 1.133

***

CH5IOSi | ωB97M-V with the def2-TZVPD basis set

The value obtained for the LUMO energy (alpha / beta) is -0.0477 / -0.0480 Ha.

Each atom is followed by the atoms it is bonded to, with distances in Å.
Geometry (Å):
1 I -0.10124 2.61914 0.34815  Si2 2.452
2 Si 0.50749 0.25231 0.55002  I1 2.452, C4 1.922, H8 1.456
3 O 1.60396 -0.27742 -2.14537  H7 0.933
4 C -1.18501 -0.65537 0.62374  Si2 1.922, H5 1.069, H6 1.045, H9 1.046
5 H -1.84972 -0.14313 -0.03808  C4 1.069
6 H -1.04837 -1.65348 0.34690  C4 1.045
7 H 1.76124 0.63964 -2.07463  O3 0.933
8 H 1.87925 -0.17095 0.79321  Si2 1.456
9 H -1.56762 -0.61075 1.59606  C4 1.046

***

| no. | M (g mol⁻¹) |
| --- | --- |
| 1 | 1088.65 |
| 2 | 100.08 |
| 3 | 85.15 |
| 4 | 188.04 |